1.
Computed, not measured: C26H22CrF5N7OSSe as an isolated structure, with the ωB97M-V functional and the def2-TZVPD basis.

Atoms and positions in Å:
1 Cr -0.28898 -0.44692 0.17611
2 C -1.85328 -4.40300 0.96823
3 C -1.49275 -3.03713 0.48641
4 N -0.58170 -2.29260 1.00588
5 N 0.15278 -2.80004 2.04402
6 C 1.05595 -1.94335 2.48671
7 N 1.84117 -2.41161 3.48761
8 S 1.36794 -0.33580 1.92258
9 C -2.22200 -2.42576 -0.65101
10 C -3.38031 -2.99218 -1.15611
11 C -4.06974 -2.34378 -2.16639
12 C -3.58946 -1.13720 -2.64016
13 C -2.42502 -0.63389 -2.09178
14 N -1.73428 -1.26882 -1.14134
15 H -1.08160 -4.76936 1.63574
16 H -1.97340 -5.09375 0.13191
17 H -2.79765 -4.37350 1.51834
18 H 1.53078 -3.23855 3.96984
19 H 2.39162 -1.74371 3.99770
20 H -3.74871 -3.91663 -0.73501
21 H -4.98482 -2.76521 -2.56195
22 H -4.10642 -0.58349 -3.41074
23 H -2.03063 0.32251 -2.40910
24 N 1.59260 -2.11560 -1.14270
25 C 2.71162 -1.66893 -1.89521
26 C 3.01181 -2.19935 -3.14492
27 C 4.07111 -1.69075 -3.88651
28 C 4.84745 -0.65656 -3.38373
29 C 4.54888 -0.12974 -2.13231
30 C 3.48476 -0.62376 -1.39338
31 H 1.85440 -2.42384 -0.21257
32 H 1.10360 -2.87127 -1.60732
33 H 2.41190 -3.01190 -3.54080
34 H 4.29631 -2.11679 -4.85618
35 H 5.68079 -0.27044 -3.95535
36 H 5.14152 0.68396 -1.73172
37 H 3.24458 -0.21497 -0.41843
38 N 1.35503 4.87108 0.76252
39 C 1.73688 4.65652 -0.51451
40 O 2.36311 5.47013 -1.16701
41 C 1.35268 3.33689 -1.13609
42 C 1.45157 3.22060 -2.51391
43 C 1.11862 2.02220 -3.11543
44 C 0.67487 0.98482 -2.31723
45 N 0.56327 1.08682 -0.99156
46 C 0.92240 2.23794 -0.41206
47 H 1.61147 5.75038 1.17807
48 H 0.76168 4.24908 1.28224
49 H 1.79599 4.07493 -3.08182
50 H 1.20899 1.87850 -4.18291
51 H 0.42464 0.01846 -2.73954
52 H 0.87996 2.24425 0.66885
53 F -2.87338 3.77533 6.24808
54 C -2.77679 3.07081 5.11535
55 C -1.64515 3.15229 4.33220
56 F -0.63207 3.94868 4.70136
57 C -1.56546 2.41724 3.16504
58 F -0.42580 2.57167 2.45498
59 C -2.57820 1.58730 2.71246
60 Se -2.53685 0.61665 1.07274
61 C -3.70038 1.52980 3.53336
62 F -4.74582 0.75911 3.20911
63 C -3.80971 2.25103 4.70850
64 F -4.91237 2.16121 5.46086

Force components x, y, z for each atom (eV/Å):
0.4 0.1 0.3
0.0 0.0 0.0
-0.2 0.1 -0.4
0.2 -0.4 0.2
0.0 0.3 -0.1
-0.2 -0.2 0.0
0.1 0.1 0.1
0.1 -0.1 0.0
0.2 -0.2 0.3
-0.2 -0.1 -0.1
0.0 -0.1 0.1
0.0 0.1 -0.1
0.1 0.0 0.0
-0.2 0.1 -0.1
0.0 0.0 0.0
0.0 0.0 0.0
0.0 0.0 0.0
0.0 0.0 0.0
0.0 0.0 0.0
0.0 0.0 0.0
0.0 0.0 0.0
0.0 0.0 0.0
0.0 0.0 0.0
0.1 -0.2 -0.2
-0.1 0.1 0.1
-0.1 0.1 -0.1
0.0 0.0 0.0
0.0 0.0 0.0
-0.1 0.0 0.0
0.1 0.0 0.0
-0.1 0.2 0.0
0.1 0.0 0.0
0.0 0.0 0.0
0.0 0.0 0.0
0.0 0.0 0.0
0.0 0.0 0.0
0.0 0.0 0.0
0.0 0.0 0.1
0.0 -0.1 -0.1
0.0 0.0 0.1
0.0 0.0 0.2
0.0 0.0 -0.1
0.0 0.0 0.0
0.1 -0.1 -0.1
0.0 0.3 -0.1
0.0 0.0 0.0
0.0 0.0 0.0
-0.1 0.0 0.0
0.0 0.0 0.0
0.0 0.0 0.0
0.0 0.0 0.0
-0.1 0.0 0.0
0.0 0.0 -0.1
0.0 0.1 0.2
0.1 0.0 0.0
0.0 0.0 0.0
0.2 0.1 0.0
0.0 0.0 -0.1
0.0 -0.1 -0.1
-0.3 0.3 0.1
-0.2 0.0 0.1
0.1 0.0 -0.1
-0.1 -0.1 0.0
0.0 0.0 0.0

⟨S²⟩ ... 6.023
M ... 706.52 g/mol
Maximum force ... 0.010 hartree/bohr
HOMO (spin up / spin down) ... -6.49 / -7.17 eV
Total energy ... -5806.02781 Ha
HOMO-LUMO gap (spin up / spin down) ... 6.0020 / 6.5477 eV
2S+1 ... 5

Löwdin atomic charge list, values in e, 4 entries: atom 1 (Cr): 0.250, atom 2 (C): -0.020, atom 3 (C): -0.271, atom 4 (N): -0.103

=====

2.
Computed, not measured: C26H23BBr2N5O3STc as an isolated structure at a distorted geometry, with the ωB97M-V functional and the def2-TZVPD basis.

Atoms and positions in Å:
1 Tc -1.18510 -0.48507 0.01426
2 C 0.37831 4.11662 3.46422
3 C -0.78109 3.21370 3.88347
4 N -1.66481 2.98240 2.76407
5 C -1.79098 1.91340 1.98929
6 S -1.08573 0.28987 2.57476
7 N -2.53446 1.94610 0.94855
8 N -2.62321 0.88656 0.12748
9 C -3.47780 0.92718 -0.87439
10 C -4.36872 2.08184 -1.16954
11 C -3.45529 -0.24746 -1.69730
12 C -4.19010 -0.39996 -2.88113
13 C -4.09357 -1.57213 -3.59869
14 C -3.27314 -2.59334 -3.10882
15 C -2.56137 -2.38522 -1.95334
16 N -2.61050 -1.23737 -1.25553
17 H 1.04429 4.27634 4.30715
18 H 0.00747 5.08150 3.12677
19 H 0.93981 3.66262 2.65059
20 H -1.36489 3.69009 4.67819
21 H -0.41034 2.26010 4.26183
22 H -2.12094 3.81481 2.41199
23 H -4.35172 2.78083 -0.34137
24 H -5.39101 1.76316 -1.36106
25 H -4.00222 2.58987 -2.06078
26 H -4.81025 0.41370 -3.22358
27 H -4.63533 -1.71947 -4.51880
28 H -3.18503 -3.53057 -3.63056
29 H -1.92421 -3.15925 -1.54951
30 C 0.04060 -3.66530 0.73372
31 C 0.60198 -3.01646 -0.48465
32 C 1.35978 -3.74095 -1.41428
33 C 1.84252 -3.13614 -2.54777
34 C 1.64646 -1.75227 -2.72662
35 C 2.03209 -0.98729 -3.85255
36 Br 2.81657 -1.85626 -5.35017
37 C 1.77495 0.36497 -3.92055
38 C 1.17621 1.02678 -2.85326
39 Br 0.76882 2.86482 -2.96705
40 C 0.77148 0.33991 -1.70516
41 O 0.19448 0.88394 -0.68355
42 C 0.95000 -1.07865 -1.70016
43 N 0.36039 -1.72055 -0.65340
44 H -0.17213 -4.71565 0.55490
45 H -0.86495 -3.14910 1.06445
46 H 0.77589 -3.59513 1.53542
47 H 1.51116 -4.79619 -1.24951
48 H 2.36657 -3.70469 -3.29825
49 H 2.02730 0.91816 -4.81323
50 O 1.44988 -0.73535 2.92039
51 B 0.73238 0.38251 2.57718
52 O 1.52844 1.43307 2.22430
53 C 2.81381 0.95420 2.32294
54 C 4.00596 1.58135 2.03125
55 C 5.16052 0.83151 2.21509
56 C 5.11306 -0.48307 2.66077
57 C 3.91156 -1.12127 2.93337
58 C 2.76504 -0.37451 2.75914
59 H 4.03277 2.59680 1.67388
60 H 6.11827 1.27432 1.99251
61 H 6.03144 -1.03611 2.78442
62 H 3.87862 -2.14823 3.25820

Force components x, y, z for each atom (eV/Å):
0.2 -0.2 1.0
-0.1 -0.2 0.1
0.5 0.2 0.2
-0.3 0.2 0.0
0.6 -1.0 0.3
-0.6 0.3 -0.6
-0.8 1.4 0.0
-0.7 0.2 -0.5
0.3 0.8 1.1
0.1 0.0 0.2
0.2 -1.3 -0.7
0.2 0.3 0.6
0.4 -0.5 0.2
-0.3 0.4 -0.2
0.1 0.0 0.2
-0.6 0.0 -0.8
0.1 0.1 0.1
0.0 0.1 0.0
0.0 0.0 0.0
0.1 -0.2 -0.1
-0.1 0.1 0.0
-0.1 -0.2 -0.2
0.0 0.0 0.0
0.0 -0.1 0.0
0.0 0.1 -0.1
-0.1 0.0 0.0
-0.1 0.1 -0.1
0.0 -0.1 0.0
0.1 0.0 0.0
-0.1 0.0 0.0
-0.2 0.5 0.1
0.2 0.1 -0.5
-0.2 -0.1 0.3
-0.2 0.2 0.0
0.0 0.2 -0.3
0.0 0.1 0.2
0.3 -0.7 -0.2
-0.5 -0.1 0.9
0.1 -0.1 0.0
0.6 -0.1 -1.3
-0.6 0.4 0.9
0.4 0.3 -0.5
0.9 -1.3 -0.1
-0.1 -0.1 0.1
0.0 -0.1 0.0
0.0 0.0 0.1
0.0 -0.1 0.0
0.1 -0.1 -0.1
0.1 0.0 0.0
-0.5 -0.5 0.2
0.3 0.1 -0.3
-0.4 0.4 -0.1
0.6 -0.8 0.2
-0.4 0.0 0.1
0.1 -0.1 0.0
0.1 0.0 -0.1
-0.4 0.0 0.0
0.7 0.8 -0.4
0.0 0.1 0.0
0.1 0.1 0.0
0.1 0.0 0.0
0.0 -0.1 0.1

⟨S²⟩ ... 3.778
Energy above the lowest of the compared OMol25 structures with the same formula, charge and spin ... 126.6 kJ/mol
M ... 754.19 g/mol
Maximum force ... 0.031 hartree/bohr
Charge ... +1
HOMO (spin up / spin down) ... -9.74 / -9.96 eV
Total energy ... -7155.86209 Ha
HOMO-LUMO gap (spin up / spin down) ... 6.1818 / 5.7758 eV
2S+1 ... 4

Löwdin atomic charge list, values in e, 4 entries: atom 1 (Tc): 1.284, atom 2 (C): -0.061, atom 3 (C): -0.227, atom 4 (N): 0.026

=====

3.
Computed, not measured: C26H23CaCl3N4O4S3 as an isolated structure at a distorted geometry, with the ωB97M-V functional and the def2-TZVPD basis.

Atoms and positions in Å:
1 Ca 0.13962 0.69754 2.40591
2 N -0.76224 -0.77977 4.17329
3 C -1.08863 0.22506 5.19157
4 C -1.90531 1.35893 4.53455
5 O -3.06207 1.58954 4.95207
6 N -1.22298 1.96171 3.57868
7 C -1.89579 2.95642 2.77118
8 C -1.50694 2.85327 1.27890
9 O -2.05468 3.63656 0.49012
10 O -0.64418 1.96442 0.95691
11 H -0.11859 -1.47189 4.53657
12 H -1.60592 -1.24696 3.86671
13 H -1.67532 -0.17729 6.02588
14 H -0.15007 0.62874 5.57667
15 H -2.98434 2.86870 2.84916
16 H -1.63949 3.97196 3.09978
17 S 2.42939 -0.09437 4.01002
18 C 3.75364 0.22031 2.91595
19 C 4.98464 0.61298 3.47028
20 C 6.10879 0.84859 2.69791
21 C 6.03621 0.68449 1.31991
22 C 4.83662 0.30110 0.74501
23 C 3.67624 0.07257 1.50298
24 S 2.22634 -0.39822 0.64730
25 H 5.03075 0.72510 4.54680
26 H 7.04210 1.15208 3.16318
27 H 6.91075 0.85323 0.69836
28 H 4.76696 0.17312 -0.32906
29 Cl -5.64189 1.99657 -2.82173
30 C -4.24402 0.97122 -2.78526
31 C -3.19835 1.25251 -1.92538
32 C -2.08469 0.43206 -1.94022
33 C -1.99119 -0.67229 -2.78616
34 C -0.72478 -1.49700 -2.73371
35 C -0.91248 -2.81307 -1.95833
36 N -1.37850 -2.49044 -0.64132
37 C -2.67458 -2.46212 -0.17067
38 C -2.59381 -1.93393 1.08877
39 N -1.28859 -1.62285 1.36968
40 C -0.58872 -1.99622 0.33616
41 O -0.21155 -1.75883 -4.02537
42 C 1.20022 -1.59087 -4.07473
43 C 1.61830 -0.19569 -3.71422
44 C 1.45349 0.87851 -4.53929
45 Cl 0.80358 0.84563 -6.12586
46 S 1.95056 2.35964 -3.80801
47 C 2.38103 1.53034 -2.36092
48 C 2.15218 0.19742 -2.45205
49 C -3.08305 -0.94485 -3.61499
50 Cl -3.13075 -2.32779 -4.66650
51 C -4.20338 -0.12847 -3.62628
52 H -3.23888 2.09656 -1.24975
53 H -1.26673 0.65581 -1.26219
54 H 0.00830 -0.91090 -2.17259
55 H 0.06192 -3.29914 -1.88698
56 H -1.60553 -3.47917 -2.46793
57 H -3.51049 -2.78908 -0.76628
58 H -3.38845 -1.72917 1.78866
59 H 0.48504 -1.87793 0.24449
60 H 1.47366 -1.83497 -5.10157
61 H 1.69264 -2.29930 -3.39850
62 H 2.75989 2.09133 -1.52215
63 H 2.32684 -0.48378 -1.62591
64 H -5.03270 -0.35766 -4.27952

Force components x, y, z for each atom (eV/Å):
2.3 -2.5 0.3
-0.2 0.0 0.5
-0.4 0.1 0.2
-0.1 0.2 0.5
0.1 -0.1 -0.1
-0.8 0.6 0.3
0.0 -0.1 0.0
-0.4 0.6 -0.2
0.0 -0.2 0.1
-0.8 1.0 -1.1
0.1 0.0 -0.2
0.0 -0.1 -0.1
0.0 0.0 0.0
0.0 0.0 0.0
0.0 0.1 -0.1
-0.1 0.0 -0.1
-0.3 0.2 0.1
0.3 0.0 0.0
0.0 0.0 -0.2
0.1 0.0 0.0
0.1 0.0 -0.1
-0.1 0.0 0.2
0.5 0.0 0.1
-0.2 0.0 0.5
0.0 0.0 0.0
0.0 0.0 0.0
0.0 0.0 0.0
0.0 0.0 0.0
-0.2 0.1 0.0
0.3 -0.2 0.0
-0.2 0.2 0.1
0.1 -0.2 -0.1
0.0 0.0 -0.2
-0.2 -0.2 0.0
0.2 0.3 -0.5
-0.3 -0.5 0.4
0.0 0.0 0.1
0.0 0.1 -0.4
-0.1 0.1 0.6
0.0 0.2 -0.2
-0.1 -0.1 0.0
0.1 0.1 0.0
0.0 0.2 -0.4
0.2 0.2 0.4
-0.1 0.0 -0.2
-0.1 -0.4 0.0
0.0 0.2 -0.2
0.1 -0.1 -0.5
0.1 0.3 0.3
0.1 -0.2 -0.1
0.0 0.0 0.0
0.1 0.1 0.1
0.0 0.1 0.0
-0.2 0.0 0.1
-0.1 -0.1 0.0
-0.1 0.0 0.0
0.0 0.0 0.0
0.0 0.0 -0.1
0.0 -0.1 0.0
0.1 0.0 0.0
0.0 0.0 0.0
0.0 -0.1 0.1
0.1 0.1 0.0
0.0 0.0 0.0

Energy above the lowest of the compared OMol25 structures with the same formula, charge and spin ... 61.4 kJ/mol
M ... 698.13 g/mol
Maximum force ... 0.066 hartree/bohr
Charge ... -2
HOMO ... -1.18 eV
Total energy ... -4777.55566 Ha
HOMO-LUMO gap ... 4.8724 eV

Löwdin atomic charge list, values in e, 4 entries: atom 1 (Ca): 1.096, atom 2 (N): -0.107, atom 3 (C): -0.217, atom 4 (C): -0.604

=====

4.
Computed, not measured: C26H23ClIN7O3S2Ti as an isolated structure, with the ωB97M-V functional and the def2-TZVPD basis.

Atoms and positions in Å:
1 Ti -0.33906 -0.31746 -0.21468
2 Cl 2.53959 -0.80509 -6.58325
3 C 2.29609 -0.83059 -4.86393
4 C 3.36094 -1.00034 -4.02936
5 C 3.18908 -1.01863 -2.63327
6 I 4.84404 -1.36461 -1.41055
7 C 1.95298 -0.84968 -2.03870
8 O 1.69952 -0.85430 -0.75839
9 C 0.84298 -0.69540 -2.94308
10 N -0.37325 -0.57490 -2.32947
11 C -1.45721 -0.43288 -3.07117
12 C -1.40495 -0.41564 -4.47665
13 C -0.19441 -0.53516 -5.10282
14 C 0.98775 -0.68340 -4.33714
15 H 4.35019 -1.12262 -4.44885
16 H -2.39990 -0.30383 -2.55209
17 H -2.31986 -0.29636 -5.03897
18 H -0.12564 -0.51365 -6.18212
19 S 0.21607 2.09224 -0.20008
20 C -1.08580 2.82382 0.73679
21 C -1.09482 4.21185 0.87447
22 C -2.08139 4.87019 1.59130
23 C -2.03804 6.30222 1.70841
24 N -1.99753 7.44658 1.80825
25 C -3.10353 4.12393 2.19479
26 C -3.10355 2.74455 2.06407
27 C -2.11421 2.07124 1.34755
28 S -2.18263 0.31631 1.27261
29 C -4.14746 4.76349 2.94853
30 N -4.98950 5.25253 3.55914
31 H -0.30957 4.78874 0.40406
32 H -3.89216 2.16869 2.52987
33 N 2.97696 -0.62922 1.70483
34 C 3.73423 0.57703 2.14120
35 C 2.73076 1.73119 2.28110
36 N 1.48113 1.22426 2.84248
37 H 3.47131 -1.49601 1.94202
38 H 2.73911 -0.63195 0.68512
39 H 2.06811 -0.52875 2.20529
40 H 4.51085 0.79833 1.41222
41 H 4.20197 0.33283 3.09448
42 H 2.51490 2.13097 1.29022
43 H 3.18112 2.52743 2.87534
44 H 0.69785 1.59196 2.31406
45 H 1.36012 1.42937 3.82376
46 O 4.60572 -2.95106 2.57658
47 C 4.49014 -4.10613 1.75243
48 N 3.14073 -4.26716 1.27080
49 C 2.14843 -4.47806 2.18160
50 O 2.38516 -4.84546 3.31844
51 C 0.75936 -4.13590 1.74099
52 C -0.37045 -4.73896 2.28506
53 C -1.61080 -4.24474 1.92411
54 C -1.68607 -3.13683 1.08772
55 N -0.60862 -2.54431 0.57914
56 C 0.58714 -3.05655 0.89950
57 H 4.27248 -3.20042 3.44927
58 H 4.79213 -4.99390 2.30362
59 H 5.14368 -3.95732 0.89758
60 H 2.91986 -3.98890 0.32944
61 H -0.26717 -5.56137 2.98042
62 H -2.51990 -4.68149 2.31160
63 H -2.64145 -2.68918 0.84238
64 H 1.43076 -2.53999 0.45776

Force components x, y, z for each atom (eV/Å):
-0.2 0.0 0.5
0.0 0.0 0.0
0.0 0.0 0.0
0.1 0.0 0.0
0.0 0.0 0.1
0.0 0.0 0.0
-0.2 -0.1 -0.1
0.2 0.1 0.1
-0.1 -0.1 0.4
-0.1 0.1 -0.5
0.2 0.0 -0.2
0.1 0.0 0.1
0.0 0.0 -0.1
-0.1 0.0 -0.1
0.0 0.0 0.0
0.0 0.0 0.1
0.0 0.0 0.0
0.0 0.0 0.0
-0.2 -0.2 0.0
0.0 -0.1 0.0
0.0 0.0 0.0
0.0 0.1 0.0
-0.1 -0.1 0.0
0.0 0.0 0.0
0.0 0.1 0.0
0.0 -0.1 0.0
0.1 0.1 -0.1
0.1 -0.1 0.0
0.1 0.0 0.0
0.0 0.0 0.0
0.0 0.0 0.0
0.0 0.0 0.0
-0.1 0.2 -0.2
0.0 0.0 0.0
0.0 -0.1 0.0
0.2 0.0 0.0
0.0 0.0 0.0
0.0 0.1 0.1
0.1 0.0 0.1
0.0 0.0 0.0
0.0 0.0 0.0
0.0 0.0 0.0
0.0 0.0 0.0
-0.1 -0.1 0.0
0.0 0.1 0.0
0.0 -0.1 0.1
0.0 0.0 -0.1
0.1 0.0 0.1
-0.2 -0.2 0.0
0.1 0.1 0.0
0.1 0.0 0.1
0.0 0.0 0.0
0.0 0.0 0.0
-0.1 0.0 0.1
0.4 0.3 0.0
-0.1 0.1 -0.2
0.0 0.0 0.0
0.0 0.0 0.1
0.0 0.0 0.0
0.0 0.1 0.0
0.0 0.0 0.0
0.0 0.0 0.0
0.0 0.0 0.0
-0.1 0.0 0.0

⟨S²⟩ ... 2.013
Energy above the lowest of the compared OMol25 structures with the same formula, charge and spin ... 0.0 kJ/mol
M ... 755.87 g/mol
Maximum force ... 0.011 hartree/bohr
HOMO (spin up / spin down) ... -6.31 / -7.40 eV
Total energy ... -4017.46764 Ha
HOMO-LUMO gap (spin up / spin down) ... 5.6610 / 6.7372 eV
2S+1 ... 3

Löwdin atomic charge list, values in e, 4 entries: atom 1 (Ti): 0.460, atom 2 (Cl): 0.694, atom 3 (C): -0.612, atom 4 (C): -0.174

=====

Question: The lowest maximum force belongs to which entry?
Answer: C26H22CrF5N7OSSe